{"formula": "C39H55BrNO15", "method": "the ωB97M-V functional and the def2-TZVPD basis", "lumo_ev": 1.1, "charge": -1, "e_tot_ev": -143580.2056, "fmax_ha_per_bohr": 0.054, "elements": ["C", "C", "C", "C", "C", "C", "C", "C", "C", "N", "C", "C", "O", "Br", "H", "H", "H", "H", "H", "H", "H", "H", "H", "H", "H", "H", "H", "O", "C", "O", "C", "C", "C", "H", "H", "H", "H", "H", "H", "O", "C", "O", "C", "C", "C", "H", "H", "H", "H", "H", "H", "O", "C", "O", "C", "C", "C", "H", "H", "H", "H", "H", "H", "O", "C", "O", "C", "C", "C", "H", "H", "H", "H", "H", "H", "O", "C", "O", "C", "C", "C", "H", "H", "H", "H", "H", "H", "O", "C", "O", "C", "C", "C", "H", "H", "H", "H", "H", "H", "O", "C", "O", "C", "C", "C", "H", "H", "H", "H", "H", "H"], "xyz": [[4.5861, -0.9114, 5.2456], [4.1066, 0.1391, 4.2465], [5.1138, 0.7592, 3.5258], [4.8161, 1.6984, 2.5706], [3.4943, 2.0092, 2.3372], [2.5051, 1.4100, 3.0622], [2.7735, 0.4607, 4.0278], [1.6138, -0.1970, 4.7918], [0.4670, -0.4566, 3.7953], [0.6523, -1.8025, 3.2218], [-0.9009, -0.5458, 4.5028], [-1.1723, 0.5612, 5.4873], [-1.1644, 0.3637, 6.6727], [-1.5814, 2.4180, 4.9156], [5.0899, -0.4574, 6.1052], [5.3589, -1.4788, 4.7092], [3.8139, -1.6301, 5.5132], [6.1505, 0.4848, 3.7160], [5.6406, 2.1461, 2.0202], [3.2692, 2.7388, 1.5641], [1.4808, 1.6920, 2.8460], [1.3552, 0.4937, 5.6106], [1.9856, -1.1361, 5.2535], [1.0254, -2.4593, 3.9172], [1.2287, -1.7679, 2.3944], [-1.0582, -1.5349, 4.9858], [-1.6684, -0.4811, 3.7133], [-1.0565, 0.0125, -0.3429], [-1.9680, 0.5177, 0.2475], [-1.8011, 1.3940, 1.2663], [-3.0764, 1.7392, 1.8308], [-4.0881, 1.4410, 0.7349], [-3.4458, 0.2624, 0.0157], [-3.2429, 1.1339, 2.7228], [-3.0707, 2.7887, 2.1159], [-5.0862, 1.2353, 1.1172], [-4.1573, 2.2926, 0.0517], [-3.7157, -0.6884, 0.4675], [-3.6769, 0.2585, -1.0442], [-6.0396, -1.1323, 0.9935], [-6.3789, -1.3689, -0.1286], [-5.5147, -1.4693, -1.1707], [-6.2601, -1.6493, -2.3963], [-7.6076, -2.2052, -1.9706], [-7.8053, -1.5536, -0.6105], [-6.3536, -0.6829, -2.8988], [-5.7197, -2.3358, -3.0469], [-8.4031, -1.9937, -2.6846], [-7.5428, -3.2892, -1.8504], [-8.2782, -0.5737, -0.6915], [-8.3638, -2.1888, 0.0718], [6.9991, -0.5431, 6.7581], [6.8510, -0.9946, 7.8538], [6.4310, -2.2633, 8.0814], [6.2423, -2.4728, 9.4886], [7.1023, -1.4184, 10.1689], [7.0427, -0.2677, 9.1701], [5.1808, -2.3545, 9.7170], [6.5460, -3.4856, 9.7455], [6.7542, -1.1580, 11.1674], [8.1300, -1.7772, 10.2548], [6.1814, 0.3797, 9.3424], [7.9589, 0.3161, 9.1601], [12.0093, -1.7695, 2.0706], [11.0766, -1.1205, 2.4513], [10.2283, -1.5375, 3.4168], [9.1527, -0.5870, 3.5725], [9.6950, 0.7186, 3.0176], [10.6385, 0.2321, 1.9229], [8.2866, -0.9466, 3.0138], [8.8840, -0.5071, 4.6234], [8.9150, 1.3912, 2.6652], [10.2656, 1.2407, 3.7882], [10.1227, 0.0879, 0.9724], [11.4924, 0.8918, 1.7941], [-7.0634, 0.4109, -4.3453], [-7.1251, 0.1083, -5.5049], [-6.0408, 0.0091, -6.2980], [-6.4474, -0.2630, -7.6583], [-7.8327, -0.8713, -7.5409], [-8.3844, -0.1725, -6.3029], [-6.4497, 0.6715, -8.2109], [-5.7369, -0.9416, -8.1189], [-8.4382, -0.7357, -8.4265], [-7.7512, -1.9445, -7.3491], [-8.8654, 0.7756, -6.5485], [-9.0647, -0.8077, -5.7411], [4.0384, 4.2117, 0.3168], [3.6686, 3.9317, -0.7825], [4.4967, 3.8820, -1.8627], [3.7314, 3.6205, -3.0492], [2.4477, 2.9643, -2.5637], [2.2469, 3.6225, -1.2036], [3.5459, 4.5703, -3.5585], [4.3041, 2.9731, -3.7107], [1.6110, 3.0969, -3.2478], [2.6062, 1.8932, -2.4314], [1.6914, 4.5588, -1.2782], [1.7683, 2.9536, -0.4918], [-7.7505, 0.5824, -10.0590], [-7.3725, -0.2790, -10.8010], [-6.3758, -1.1425, -10.4942], [-6.0830, -1.9808, -11.6269], [-7.3409, -1.9500, -12.4791], [-7.8769, -0.5486, -12.2045], [-5.2166, -1.5681, -12.1476], [-5.8396, -2.9825, -11.2804], [-7.1520, -2.1547, -13.5312], [-8.0533, -2.6927, -12.1156], [-7.4488, 0.1935, -12.8799], [-8.9621, -0.5103, -12.2394]], "forces_ev_per_angstrom": [[0.0, 0.0, -0.9], [0.3, -0.8, 0.9], [0.3, 0.0, -0.1], [0.8, 0.0, -0.2], [0.3, 0.8, -0.8], [-0.9, 0.5, -0.3], [-0.1, -0.6, 0.8], [0.0, 0.5, -1.0], [0.0, -0.3, 0.9], [-0.5, 0.6, -0.2], [-0.2, 0.6, -1.2], [0.2, -1.9, 2.0], [-0.1, 0.9, -1.0], [0.1, -0.1, -0.3], [-0.7, -0.2, -0.3], [0.0, 0.0, 0.3], [0.0, 0.2, 0.3], [-0.1, 0.0, 0.0], [-0.3, 0.2, -0.1], [-0.1, -0.2, 0.4], [-0.1, -0.3, 0.2], [-0.1, -0.1, -0.1], [-0.2, 0.1, 0.1], [0.2, -0.1, -0.2], [0.2, -0.2, 0.1], [-0.1, 0.4, 0.5], [0.1, 0.0, 0.1], [0.1, 0.3, -0.1], [0.0, -0.4, 0.1], [0.0, 0.0, -0.2], [-0.2, 0.0, -0.1], [-0.2, 0.0, -0.1], [0.1, 0.7, 0.1], [0.1, 0.0, 0.0], [0.2, 0.0, 0.1], [0.0, 0.0, 0.1], [0.0, 0.0, 0.0], [0.0, 0.0, -0.1], [0.1, -0.3, 0.0], [0.2, -0.1, 0.0], [-0.2, 0.2, 0.1], [-0.5, -0.3, 0.1], [0.1, 0.1, -0.2], [-0.2, -0.1, 0.0], [0.1, -0.4, -0.4], [0.1, -0.3, 0.3], [0.2, 0.1, 0.1], [0.1, 0.1, 0.0], [0.0, 0.0, 0.0], [0.0, 0.0, 0.1], [0.0, 0.2, 0.2], [0.7, -0.2, 0.2], [0.0, 0.4, -0.1], [0.1, 0.0, 0.0], [0.0, -0.1, 0.2], [0.0, 0.1, 0.1], [0.2, -0.4, 0.3], [0.0, 0.0, 0.0], [0.0, 0.0, -0.2], [-0.1, 0.0, 0.0], [0.0, 0.0, 0.0], [0.0, 0.1, -0.1], [-0.1, 0.2, -0.2], [0.0, -0.1, 0.2], [0.0, 0.0, -0.4], [0.1, 0.1, 0.0], [-0.3, 0.2, 0.2], [0.0, 0.2, -0.2], [-0.2, 0.2, 0.5], [0.0, 0.0, 0.0], [0.0, -0.2, 0.0], [-0.1, -0.1, 0.0], [0.0, 0.0, 0.0], [0.1, 0.0, 0.0], [0.1, -0.2, -0.2], [0.0, 0.2, -0.3], [-0.2, 0.3, 0.1], [-0.1, -0.1, 0.1], [0.1, -0.1, 0.0], [-0.2, -0.2, 0.2], [0.2, -0.5, -0.3], [0.0, 0.0, 0.1], [0.2, 0.1, 0.2], [0.0, 0.1, 0.0], [0.0, 0.0, 0.0], [0.0, 0.0, 0.1], [-0.1, 0.2, 0.2], [0.5, 0.3, -0.4], [-0.4, 0.2, 0.3], [0.0, 0.0, 0.0], [-0.1, -0.1, -0.1], [-0.2, 0.0, 0.0], [0.1, -0.5, -0.4], [0.0, 0.0, 0.0], [0.2, 0.1, 0.1], [0.0, 0.0, 0.0], [0.0, 0.0, 0.0], [0.0, 0.0, 0.1], [0.0, 0.2, 0.2], [0.1, -0.1, -0.3], [-0.2, 0.6, -0.4], [-0.1, 0.0, 0.0], [0.1, -0.2, -0.2], [-0.1, 0.0, -0.2], [0.0, -0.6, 0.0], [0.0, 0.0, 0.0], [0.1, 0.1, 0.2], [0.1, 0.0, 0.0], [0.0, 0.0, 0.0], [-0.1, 0.1, 0.0], [0.0, 0.3, 0.0]]}